DFT (the ωB97M-V functional and the def2-TZVPD basis) results for a cluster of 13 separate species, C51H66BN8O20 in total at a distorted geometry.

Computed properties:
Total charge: -1
F_max in eV/Å: 4.57
E_HOMO in eV: -7.99
E_LUMO in eV: 1.560
HOMO-LUMO gap in hartree: 0.3509

```
146
Properties=species:S:1:pos:R:3:forces:R:3:lowdin_charge:R:1
O -1.904470 4.820060 13.447760 -1.2 0.1 -0.8 0.111
C -2.812020 4.657150 12.653480 0.5 0.0 2.5 -0.414
O -2.685300 4.354760 11.410590 -0.7 -0.4 -1.8 0.232
B -4.048360 4.121580 10.813100 0.4 1.2 -0.5 -0.860
O -5.013290 4.516170 11.849590 0.0 -0.3 0.1 0.239
C -4.361820 4.716380 12.964680 0.0 1.8 4.2 -0.340
O -4.808930 5.024110 14.098010 1.0 -1.2 -3.9 0.072
O -4.215970 2.770640 10.374530 0.1 -1.5 -1.1 0.243
C -4.276780 2.733770 9.031810 -0.6 -1.4 -1.4 -0.346
O -4.353100 1.792770 8.256820 0.3 1.1 2.2 0.130
C -4.370970 4.168990 8.551050 -0.5 0.8 -3.1 -0.410
O -4.240870 4.950550 9.573900 0.3 0.6 1.3 0.232
O -4.586670 4.506520 7.384930 0.5 -0.6 2.3 0.104
N -5.097900 -5.417660 9.105700 -1.0 2.1 -0.3 0.040
C -5.911790 -6.246930 9.782610 -1.0 1.1 0.1 -0.162
C -7.219600 -5.896840 10.186460 0.9 0.3 -0.2 -0.073
C -7.650940 -4.601060 9.953090 -0.7 -0.7 0.5 -0.119
C -6.908850 -3.731540 9.216810 2.6 -0.1 -0.7 -0.076
C -5.593560 -4.145830 8.795500 -2.0 -2.0 1.2 -0.091
H -5.543860 -7.213210 10.094590 0.4 -0.1 -0.3 0.093
H -7.896240 -6.564070 10.699650 0.3 -0.3 0.1 0.095
H -8.587090 -4.267510 10.375900 -0.3 -0.1 -0.1 0.104
H -7.299990 -2.742460 9.029400 0.3 0.1 -0.2 0.099
H -5.042430 -3.450250 8.180010 0.6 -0.3 0.1 0.091
N -10.180070 0.381040 9.545050 0.1 0.8 0.3 0.045
C -9.449560 1.497420 9.241880 -1.2 -1.2 2.1 -0.130
C -9.316920 2.531880 10.171880 0.5 -0.2 0.6 -0.074
C -9.862430 2.442930 11.475660 -0.1 -1.2 -1.7 -0.052
C -10.610720 1.279110 11.743580 0.9 1.4 0.5 -0.093
C -10.754020 0.311810 10.774580 0.4 0.6 -1.3 -0.169
H -8.903750 1.511930 8.310060 -0.2 0.0 -0.2 0.099
H -8.605060 3.300930 9.910690 -0.2 0.5 0.1 0.091
H -9.690280 3.214380 12.211620 0.0 0.0 0.0 0.100
H -10.999760 1.132220 12.740320 -0.3 -0.1 0.0 0.094
H -11.422020 -0.506260 11.000280 0.2 -0.5 -0.3 0.094
N -10.054020 9.132530 14.227260 -0.9 0.2 -0.7 0.045
C -9.280600 8.507730 13.335290 -1.0 0.6 -0.7 -0.150
C -9.544270 8.546870 11.953310 1.3 -0.5 0.8 -0.087
C -10.614880 9.227510 11.453120 -1.2 0.4 0.1 -0.095
C -11.475870 9.850630 12.353550 0.6 -0.3 1.9 -0.066
C -11.157900 9.768060 13.737340 1.4 0.0 -1.2 -0.133
H -8.397170 7.991230 13.680520 0.0 -0.1 0.3 0.099
H -8.810650 8.075070 11.316440 -0.1 -0.1 -0.2 0.098
H -10.830140 9.275520 10.395880 0.1 0.0 -0.1 0.105
H -12.362030 10.409670 12.091650 0.0 0.0 -0.3 0.093
H -11.693410 10.387270 14.441770 -0.3 -0.3 0.2 0.092
C -9.149450 6.915380 5.567620 -0.3 0.6 -1.4 -0.105
C -9.340860 5.733840 4.646410 0.6 -1.1 0.8 -0.134
O -10.533190 5.145130 5.143570 -1.8 0.5 0.4 0.043
C -11.249630 6.074680 5.870240 -1.6 -1.0 1.0 -0.504
O -12.347220 5.896660 6.396100 3.1 0.5 -1.8 0.118
O -10.506630 7.199650 5.975210 0.3 -0.1 0.6 0.051
H -8.825780 7.763430 4.964190 0.2 0.2 0.5 0.129
H -8.431760 6.689110 6.356180 -0.5 0.2 0.4 0.135
H -8.599890 4.964250 4.862720 0.3 0.2 -0.6 0.135
H -9.381750 5.970920 3.583290 -0.3 0.0 0.1 0.132
C -7.221430 4.177490 18.674590 -0.4 1.0 -0.5 -0.089
C -6.852930 2.808870 18.134560 0.9 0.2 -1.3 -0.152
O -7.090900 1.991300 19.213910 -0.7 -1.2 3.1 0.051
C -7.251070 2.722970 20.371120 -0.5 -2.0 2.4 -0.526
O -7.442530 2.277160 21.505420 0.7 0.8 -3.3 0.109
O -7.193900 4.011860 20.098840 0.1 0.6 -0.5 0.074
H -8.233260 4.469750 18.393700 -0.1 -0.1 0.0 0.131
H -6.584470 5.022140 18.412020 0.2 -0.4 0.0 0.133
H -5.814110 2.658610 17.840680 0.3 0.5 0.1 0.134
H -7.410650 2.405980 17.289150 -0.4 0.6 0.0 0.136
C -3.935460 -1.508470 12.733820 1.4 1.4 -2.5 -0.166
C -5.266580 -0.973870 13.081660 -1.4 -0.1 -0.6 -0.137
O -5.096050 -0.417950 14.352180 -0.9 1.0 0.7 0.085
C -3.927590 -0.758710 14.854170 0.4 -2.5 0.5 -0.567
O -3.662720 -0.765300 16.010550 0.6 0.9 0.2 0.163
O -3.188820 -1.412460 13.901830 0.5 -0.2 1.3 0.073
H -3.501430 -0.801110 12.027160 0.4 -0.1 -0.3 0.130
H -3.916330 -2.460950 12.204190 0.0 -0.3 0.8 0.136
H -5.942900 -1.828290 13.107410 -0.7 0.5 0.2 0.134
H -5.592090 -0.140850 12.458580 -0.3 -0.5 -0.4 0.141
C -5.491940 1.127130 2.381320 0.3 -0.4 0.2 -0.124
C -5.760460 0.021350 1.386400 -0.7 -1.2 0.7 -0.100
O -7.147010 -0.301330 1.641020 -0.8 0.2 -0.7 0.046
C -7.742440 0.693900 2.340290 -1.4 0.0 0.7 -0.549
O -8.924570 0.852560 2.579590 2.3 -0.7 -0.8 0.136
O -6.777540 1.475010 2.836100 -0.6 1.6 0.2 0.060
H -4.983030 1.953080 1.884410 -0.1 0.2 0.5 0.133
H -4.981680 0.762740 3.272930 0.5 0.2 -0.3 0.137
H -5.266520 -0.903600 1.684040 0.5 0.2 -0.6 0.131
H -5.619140 0.301050 0.342420 0.0 -0.2 0.1 0.130
C -5.448970 9.596130 17.999670 -0.4 -0.4 -0.3 -0.119
C -5.729620 10.963310 17.324810 -0.1 -0.8 1.8 -0.214
C -6.568490 11.866320 18.308670 0.2 0.2 -1.0 -0.193
C -7.906450 11.394840 18.644680 -1.8 -1.6 0.2 -0.243
N -8.962480 10.957580 18.868900 1.8 0.9 -0.3 0.137
H -4.842700 8.936980 17.378330 0.1 0.2 -0.2 0.068
H -6.362210 9.031000 18.186060 -0.3 0.2 -0.1 0.066
H -4.959990 9.632070 18.973180 0.2 0.5 0.0 0.071
H -6.226000 10.798910 16.368430 -0.1 0.2 0.1 0.106
H -4.750380 11.418730 17.177200 -0.2 0.4 -0.2 0.098
H -6.758860 12.836610 17.849950 0.3 0.2 0.0 0.108
H -6.035390 12.043400 19.242780 0.2 -0.1 -0.1 0.114
C -1.177520 2.805360 18.672240 0.4 -0.4 -0.1 -0.100
C 0.378420 2.853100 18.633690 -1.0 0.6 -1.3 -0.242
C 1.136910 1.601630 18.104810 -0.9 0.1 0.7 -0.195
C 0.839840 1.154670 16.742010 -0.4 0.0 -2.6 -0.223
N 0.656410 0.864830 15.622920 0.4 0.5 2.6 0.138
H -1.507060 1.792880 18.905420 -0.3 0.1 0.1 0.070
H -1.640000 3.118010 17.736040 0.3 -0.4 -0.3 0.071
H -1.598460 3.526000 19.373370 0.3 -0.2 0.4 0.065
H 0.760370 3.130310 19.616230 0.2 -0.1 -0.1 0.100
H 0.559690 3.651780 17.914430 0.6 0.3 0.3 0.099
H 0.828910 0.781410 18.753250 0.5 -0.2 0.2 0.112
H 2.206020 1.801750 18.175970 0.0 -0.3 0.1 0.112
C 2.940770 3.750840 11.691370 -1.1 0.7 -0.3 -0.104
C 3.117390 4.572550 12.963930 1.3 -1.1 0.1 -0.261
C 2.692990 6.022760 12.815810 -1.1 -0.3 -0.1 -0.195
C 3.488200 6.707830 11.828060 1.6 1.1 -1.0 -0.252
N 4.178100 7.230380 11.057590 -0.8 -0.6 0.8 0.140
H 1.873540 3.718540 11.472110 -0.1 -0.3 -0.2 0.074
H 3.317110 2.728020 11.709130 0.1 0.2 0.3 0.076
H 3.386890 4.309240 10.868400 0.2 -0.2 -0.2 0.063
H 4.192440 4.523080 13.136880 0.2 0.3 0.5 0.105
H 2.663450 4.078700 13.823090 -0.3 0.2 -0.1 0.109
H 2.636990 6.583320 13.748930 0.4 -0.1 0.0 0.122
H 1.680420 6.065440 12.414590 -0.3 -0.2 0.1 0.122
C 1.474920 5.906180 6.977520 -1.0 -1.7 0.0 -0.089
C 0.915700 4.465660 6.701770 0.4 0.8 -0.1 -0.241
C 1.212220 3.990280 5.255690 -0.2 -0.6 0.8 -0.203
C 0.815240 4.899220 4.184750 -0.7 2.1 -1.6 -0.231
N 0.477570 5.664880 3.365130 0.8 -1.9 1.8 0.131
H 2.533830 5.966350 6.726170 -0.1 0.2 -0.2 0.073
H 1.359570 6.070740 8.048830 0.0 0.4 -0.1 0.065
H 0.835630 6.557470 6.381510 0.5 0.5 0.2 0.068
H -0.153250 4.403190 6.905580 -0.1 0.4 -0.2 0.103
H 1.326520 3.762050 7.425830 0.4 -0.2 -0.3 0.098
H 0.663410 3.063150 5.090330 0.1 -0.2 -0.1 0.112
H 2.273770 3.749880 5.197250 0.0 0.1 -0.3 0.115
C -2.490450 9.909530 10.881860 1.4 0.5 0.8 -0.134
C -3.976690 9.828330 10.952860 -0.8 0.1 -0.9 -0.246
C -4.753650 11.216870 11.041240 0.1 -1.4 0.7 -0.170
C -4.581800 12.197140 9.975060 0.7 0.8 -0.5 -0.234
N -4.441930 13.017370 9.170330 -0.2 -0.9 0.7 0.130
H -2.094350 10.346750 11.798400 0.1 0.6 -0.1 0.072
H -2.121930 10.444690 10.006700 0.0 0.1 0.1 0.078
H -1.976590 8.948820 10.914760 -0.5 -0.4 -0.4 0.075
H -4.230080 9.200550 11.807140 -0.4 0.2 0.1 0.106
H -4.235990 9.265850 10.055940 -0.7 0.1 0.0 0.106
H -4.512790 11.611380 12.028390 0.4 0.6 -0.2 0.112
H -5.832050 11.092630 11.139750 -0.1 -0.5 -0.2 0.107
```
Forces are in eV/Å.